No. 1
ORCA calculation (the ωB97M-V functional and the def2-TZVPD basis) on C7H4F5NO2 in the gas phase at a distorted geometry.

Energy above the lowest of the compared OMol25 structures with the same formula, charge and spin ... 0.0 kJ/mol
SMILES string ... C=C=C(F)C(F)(F)/C=C(F)\C(F)=[N+](/[O-])O
Lowest unoccupied orbital energy ... -0.099 eV

Geometry (Å):
C -1.34942 -1.99134 0.61204
C -0.11276 -1.63694 0.56752
C 1.14470 -1.51092 0.27667
F 2.12020 -1.97286 1.09905
C 1.71098 -0.50114 -0.70629
F 0.89792 -0.39517 -1.84012
F 2.89508 -0.82268 -1.18966
C 1.84102 0.91467 -0.11008
C 0.83850 1.57054 0.51559
F 1.06118 2.71707 1.07701
C -0.58684 1.16721 0.46956
F -1.15406 0.82512 1.70509
N -1.37069 1.17306 -0.63116
O -1.00418 1.47521 -1.73884
O -2.64867 0.70760 -0.37957
H -1.97233 -1.59960 1.40885
H -1.91127 -2.67832 -0.12802
H 2.90552 1.27110 -0.22402
H -3.30489 1.28739 -0.78363

Atom charges from the Löwdin analysis, given in e for atoms 1 to 5:
1 C 0.044
2 C -0.024
3 C -0.184
4 F 0.081
5 C -0.465

=====

No. 2
ORCA calculation (the ωB97M-V functional and the def2-TZVPD basis) on a molecular structure, C7H4INNaO4 at a distorted geometry.

Charge ... -1
Energy above the lowest of the compared OMol25 structures with the same formula, charge and spin ... 0.0 kJ/mol
Lowest unoccupied orbital energy ... 2.206 eV

Geometry (Å):
Na 0.11114 0.84938 -0.09992
O -0.41291 2.84575 0.43338
N -1.51012 2.40285 0.84426
O -1.92407 1.34819 0.31420
I 0.72050 -6.38597 3.98673
C 1.20106 -4.84286 2.63772
C 0.31573 -3.79469 2.45915
C 0.64205 -2.78225 1.57200
C 1.83602 -2.81303 0.86891
C 2.70361 -3.87996 1.05849
C 2.39664 -4.89577 1.94177
C 2.21319 -1.68780 -0.11758
O 3.24489 -1.83690 -0.77649
O 1.41809 -0.71275 -0.12071
H -0.61843 -3.76384 3.00459
H -0.03380 -1.95298 1.41680
H 3.62538 -3.88813 0.49296
H 3.08056 -5.72185 2.08626

Atom charges from the Löwdin analysis, given in e for atoms 1 to 5:
1 Na 0.520
2 O -0.208
3 N -0.291
4 O -0.207
5 I 0.780

=====

No. 3
ORCA calculation (the ωB97M-V functional and the def2-TZVPD basis) on C7H4N2 in the gas phase at a distorted geometry.

Energy above the lowest of the compared OMol25 structures with the same formula, charge and spin ... 19.2 kJ/mol
SMILES string ... N#C[C@H]1c2cccnc21
Lowest unoccupied orbital energy ... 0.300 eV

Geometry (Å):
N 0.20544 -1.82433 -3.19494
C 0.47116 -0.90145 -2.56673
C 0.78724 0.19886 -1.75902
C -0.07011 0.46083 -0.54039
C -1.11410 0.81265 0.26870
C -0.89918 0.37096 1.58949
C 0.22876 -0.35113 1.95450
N 1.23078 -0.72340 1.13033
C 0.98815 -0.25193 -0.05467
H 1.46487 0.95753 -2.11745
H -2.00816 1.34488 -0.01992
H -1.64849 0.58053 2.33579
H 0.36364 -0.67400 2.97433

Atom charges from the Löwdin analysis, given in e for atoms 1 to 5:
1 N 0.163
2 C -0.236
3 C -0.042
4 C -0.169
5 C 0.004

=====

No. 4
ORCA calculation (the ωB97M-V functional and the def2-TZVPD basis) on C7H4N2 in the gas phase at a distorted geometry.

Energy above the lowest of the compared OMol25 structures with the same formula, charge and spin ... 233.6 kJ/mol
SMILES string ... CC#C/C=N\C#CC#N
Lowest unoccupied orbital energy ... -1.064 eV

Geometry (Å):
C -1.41935 -0.89635 -0.71753
C -0.13276 -0.38525 -0.72928
C 0.97758 -0.22251 -1.22065
C 2.23202 0.30309 -0.89751
N 2.25121 0.95654 0.23722
C 1.25608 0.99560 1.06320
C 0.04292 0.68075 1.24563
C -1.03843 0.71781 2.01745
N -2.00966 0.70786 2.60645
H -1.46985 -1.88148 -0.12261
H -1.73117 -1.09427 -1.66822
H -2.02589 -0.17577 -0.30246
H 3.06731 0.29399 -1.51170

Atom charges from the Löwdin analysis, given in e for atoms 1 to 5:
1 C -0.074
2 C -0.118
3 C 0.014
4 C -0.097
5 N 0.086

=====

No. 5
ORCA calculation (the ωB97M-V functional and the def2-TZVPD basis) on C7H4N2O2S in the gas phase at a distorted geometry.

Energy above the lowest of the compared OMol25 structures with the same formula, charge and spin ... 547.5 kJ/mol
SMILES string ... N#C/C(=C/c1cccs1)[N+](=O)[O-]
Lowest unoccupied orbital energy (spin up / spin down) ... -2.243 / -2.240 eV

Geometry (Å):
N -2.78618 1.70569 -3.05636
C -2.19698 1.50581 -2.08999
C -1.45977 1.26526 -0.94199
C -0.33488 0.07829 -1.00739
C 0.50749 -0.57015 -0.13378
C 1.00007 -0.35475 1.15063
C 1.84695 -1.37230 1.58206
C 2.01227 -2.37303 0.65240
S 1.16320 -2.08528 -0.78456
N -1.62050 2.02221 0.22157
O -2.57510 2.77900 0.27088
O -0.80405 1.88590 1.12170
H -0.42391 -0.35442 -1.99532
H 0.74176 0.52093 1.71784
H 2.33165 -1.38594 2.54026
H 2.59797 -3.26721 0.75205

Atom charges from the Löwdin analysis, given in e for atoms 1 to 5:
1 N 0.174
2 C -0.233
3 C -0.104
4 C 0.065
5 C -0.498

=====

No. 6
ORCA calculation (the ωB97M-V functional and the def2-TZVPD basis) on a molecular structure, C7H4O5Tm at a distorted geometry.

Spin multiplicity ... 3
Expectation value of S² ... 2.002
Charge ... +3
Energy above the lowest of the compared OMol25 structures with the same formula, charge and spin ... 0.0 kJ/mol
Lowest unoccupied orbital energy (spin up / spin down) ... -15.314 / -15.321 eV

Geometry (Å):
Tm -0.22930 -0.02316 -0.14144
C 1.29591 0.54896 1.74477
O 2.09354 0.75228 2.57598
C 2.05291 -0.44735 -0.60352
O 3.20079 -0.56717 -0.61180
C 0.92488 2.11696 -0.16862
O 1.57873 3.04367 0.02701
C 0.47485 -1.84945 1.29360
O 0.95922 -2.51068 2.10634
C -2.24685 -0.29861 -1.40591
H -2.86664 -1.00889 -0.84480
H -2.67873 0.70635 -1.48961
C -1.22708 -0.72972 -2.25291
H -0.79530 -0.08937 -3.04001
H -0.98348 -1.79559 -2.39732
O -1.02757 1.29296 3.08786
C -0.52589 0.85880 2.12038

Atom charges from the Löwdin analysis, given in e for atoms 1 to 5:
1 Tm 1.367
2 C -0.240
3 O 0.331
4 C -0.003
5 O 0.290

=====

No. 7
ORCA calculation (the ωB97M-V functional and the def2-TZVPD basis) on a molecular structure, C7H4S5V.

Charge ... +1
Lowest unoccupied orbital energy (spin up / spin down) ... -6.025 / -6.023 eV

Geometry (Å):
V -1.54263 -0.28106 -1.26551
S 0.18611 -1.33225 -2.01021
C 0.70548 -0.88325 -0.39130
C 2.00822 -0.37279 -0.20894
C 2.43326 -0.00426 1.03981
C 1.56080 -0.05362 2.13367
C 0.26520 -0.47120 1.97201
C -0.17778 -0.92840 0.71065
S -1.86048 -1.40848 0.54121
H 2.66673 -0.30383 -1.06309
H 3.44725 0.34279 1.17959
H 1.91023 0.25172 3.10951
H -0.42911 -0.47438 2.80030
S -3.78501 2.67148 -2.77995
C -2.80146 1.59593 -2.11980
S -3.17108 -0.25937 -2.57288
S -1.41574 1.91094 -1.07506

Atom charges from the Löwdin analysis, given in e for atoms 1 to 5:
1 V -0.159
2 S 0.822
3 C -0.659
4 C -0.080
5 C -0.031

=====

No. 8
ORCA calculation (the ωB97M-V functional and the def2-TZVPD basis) on a molecular structure, C7H5Cl2CuN3O4Se.

Charge ... -1
Energy above the lowest of the compared OMol25 structures with the same formula, charge and spin ... 0.0 kJ/mol
Lowest unoccupied orbital energy ... 2.689 eV

Geometry (Å):
Cu 0.09720 -0.64398 1.41770
O -4.39388 -1.39320 -2.16213
C -3.67982 -2.50276 -2.16426
O -3.99109 -3.47265 -2.82095
C -2.45950 -2.52148 -1.31533
C -1.61735 -3.61239 -1.21437
N -0.63834 -3.28367 -0.36090
N -0.78863 -2.04319 0.10108
C -1.88036 -1.55606 -0.46062
C -2.26876 -0.14964 -0.08217
O -3.29198 0.32917 -0.60136
O -1.51509 0.42715 0.75059
H -3.98858 -0.68368 -1.55890
H -1.67811 -4.57562 -1.69051
H 0.16591 -3.81344 -0.02500
Cl 1.37331 2.69919 0.80284
C -0.05652 2.84421 1.83293
Cl -0.30815 4.51453 2.38806
H 0.09445 2.21984 2.70524
H -0.92248 2.51605 1.27204
Se 1.95128 -1.29030 2.64543
C 1.86191 -2.90303 1.76524
N 1.77096 -3.90839 1.19572

Atom charges from the Löwdin analysis, given in e for atoms 1 to 5:
1 Cu 0.057
2 O 0.108
3 C -0.518
4 O 0.070
5 C -0.054

=====

No. 9
ORCA calculation (the ωB97M-V functional and the def2-TZVPD basis) on C7H5Cl2NS in the gas phase at a distorted geometry.

Energy above the lowest of the compared OMol25 structures with the same formula, charge and spin ... 38.5 kJ/mol
SMILES string ... N#C[C@]1(S)C(Cl)=CC=C[C@@H]1Cl
Lowest unoccupied orbital energy ... -0.870 eV

Geometry (Å):
N 4.26893 -1.22340 -0.34361
C 3.19959 -0.85151 -0.19165
C 1.53115 -0.15146 -0.29542
S 1.63485 0.69095 -2.00086
C 1.32482 0.90724 0.73808
Cl 2.60927 1.97118 1.17891
C 0.15280 0.94523 1.43284
C -0.91698 -0.00864 1.17094
C -0.82880 -0.99564 0.19223
C 0.50684 -1.28930 -0.42920
Cl 1.14333 -2.81072 0.34187
H 2.87744 1.10236 -1.86153
H 0.03142 1.91971 1.94116
H -1.87597 0.17104 1.52565
H -1.48945 -1.77078 -0.00552
H 0.16597 -1.61154 -1.39722

Atom charges from the Löwdin analysis, given in e for atoms 1 to 5:
1 N 0.110
2 C -0.251
3 C -0.621
4 S 0.792
5 C -0.722

=====

No. 10
ORCA calculation (the ωB97M-V functional and the def2-TZVPD basis) on 2 unconnected molecules or ions with the total composition C7H5Cl4NO2 at a distorted geometry.

Energy above the lowest of the compared OMol25 structures with the same formula, charge and spin ... 0.0 kJ/mol
SMILES string ... O=C1C(=O)C(Cl)=C(Cl)C(Cl)=C1Cl.CN
Lowest unoccupied orbital energy ... -2.797 eV

Geometry (Å):
O -0.63220 -1.25587 0.91529
C -0.00911 -0.19391 1.02178
C 1.52888 -0.19727 1.10887
O 2.14520 -1.26217 1.10395
C 2.18999 1.10799 1.14557
Cl 3.88926 1.07304 1.15856
C 1.48906 2.30413 1.15293
Cl 2.32691 3.79392 1.15194
C 0.04968 2.30266 1.15356
Cl -0.78819 3.79102 1.15956
C -0.65503 1.10569 1.12473
Cl -2.35953 1.07860 1.11221
C -1.19841 -1.70543 -2.41983
N -1.56964 -2.50944 -1.29323
H -2.09444 -1.45829 -3.00631
H -0.70947 -0.77031 -2.09972
H -0.50409 -2.27295 -3.05346
H -0.79451 -2.81865 -0.71653
H -2.30438 -2.11276 -0.71986

Atom charges from the Löwdin analysis, given in e for atoms 1 to 5:
1 O 0.080
2 C -0.306
3 C -0.309
4 O 0.119
5 C -0.619

=====

No. 11
ORCA calculation (the ωB97M-V functional and the def2-TZVPD basis) on C7H5F3I2O in the gas phase.

Energy above the lowest of the compared OMol25 structures with the same formula, charge and spin ... 0.0 kJ/mol
SMILES string ... O[C@@H]1C(I)=CC=C[C@]1(I)C(F)(F)F
Lowest unoccupied orbital energy ... -0.611 eV

Geometry (Å):
O 0.71183 0.62837 1.61038
C 0.63742 -0.44406 0.70112
C 1.69417 -0.29815 -0.36705
I 3.56564 -1.16386 0.05515
C 1.49666 0.48302 -1.43210
C 0.20812 1.09693 -1.64771
C -0.86465 0.70380 -0.95378
C -0.74625 -0.38997 0.04052
I -1.01517 -2.31015 -0.99806
C -1.85618 -0.30950 1.08270
F -3.06379 -0.51710 0.53779
F -1.71020 -1.21380 2.05594
F -1.92184 0.89049 1.66476
H 1.55068 0.59406 2.08591
H 0.74661 -1.40102 1.23436
H 2.28134 0.66859 -2.14882
H 0.13360 1.86875 -2.39636
H -1.84796 1.11358 -1.12478

Atom charges from the Löwdin analysis, given in e for atoms 1 to 5:
1 O 0.005
2 C -0.497
3 C -0.692
4 I 0.885
5 C -0.151

=====

No. 12
ORCA calculation (the ωB97M-V functional and the def2-TZVPD basis) on a molecular structure, C7H5N3O2 at a distorted geometry.

Energy above the lowest of the compared OMol25 structures with the same formula, charge and spin ... 501.8 kJ/mol
Lowest unoccupied orbital energy ... -0.673 eV

Geometry (Å):
C -2.34035 0.14650 1.31477
C 2.07003 0.03155 0.67916
C 2.42568 0.79770 -0.34566
C 0.66270 -0.21861 0.91497
C 1.44619 1.21769 -1.32419
C -0.29073 0.31438 0.03810
C -1.73214 0.12318 0.05301
N -2.83356 0.17323 2.32978
N 0.15804 0.98421 -1.05602
N -1.93005 -1.59960 -0.64434
O -0.85323 -1.96705 -0.98748
O -3.02484 -2.03902 -0.67947
H 2.85638 -0.38605 1.29724
H 3.46151 0.82021 -0.51747
H 0.37725 -0.62091 1.93721
H 1.67671 1.60796 -2.29140
H -2.12958 0.61465 -0.71822

Atom charges from the Löwdin analysis, given in e for atoms 1 to 5:
1 C -0.202
2 C -0.069
3 C -0.068
4 C 0.023
5 C -0.067

=====

Sequential energy output: -26488.8017, -29523.0943, -10299.8724, -10297.6506, -25228.6889, -47052.6582, -87180.5322, -155036.2571, -44707.0363, -63012.9280, -33740.8059, -15900.3022 eV